Run w
The following is a DFT calculation (wB97M-V/def2-TZVPD) of 3 unconnected molecules or ions with the total composition C3H6INO.

Each line ends with the Mulliken charge.
Positions of all 12 atoms, in Å:
C  -0.125  -2.202  1.222  -0.285
C  -1.007  -1.209  1.043  -0.960
C  0.582  0.569  0.064  0.767
N  0.963  1.038  1.116  -0.579
O  0.284  0.244  -0.986  -0.386
I  1.981  4.109  -2.314  -0.061
H  0.367  -2.312  2.197  0.248
H  -0.154  -2.988  0.474  0.246
H  -1.689  -1.257  0.203  0.286
H  -1.368  -0.625  1.883  0.388
H  0.659  0.725  1.948  0.276
H  1.419  2.781  -2.652  0.061

Values from the calculation:
Kohn-Sham gap   10.8 eV

Run x
The following is a DFT calculation (wB97M-V/def2-TZVPD) of a single C3H6INO molecule.

Each line ends with the Mulliken charge.
Positions of all 12 atoms, in Å:
C  0.063  -0.321  -0.058  0.825
C  0.519  -1.507  -0.825  -1.014
C  -0.245  2.053  0.151  -0.722
N  0.146  0.835  -0.489  -0.390
O  -0.496  -0.543  1.308  -0.578
I  -0.892  -2.273  2.147  0.241
H  1.523  -1.327  -1.205  0.254
H  0.525  -2.399  -0.203  0.333
H  -0.141  -1.673  -1.673  0.242
H  -1.015  2.513  -0.468  0.259
H  0.624  2.715  0.147  0.260
H  -0.612  1.927  1.167  0.289

Values from the calculation:
Kohn-Sham gap   8.6 eV

Of them, run w has the lowest stability.

Run w
The following is a DFT calculation (wB97M-V/def2-TZVPD) of 3 unconnected molecules or ions with the total composition C3H6INO.

Each line ends with the Mulliken charge.
Positions of all 12 atoms, in Å:
C  -0.040  -1.018  0.524  -0.383
C  -0.410  -0.333  -0.539  -0.661
C  -2.540  1.690  -0.008  0.578
N  -3.222  1.285  -0.896  -0.413
O  -1.738  1.997  0.763  -0.389
I  5.398  0.235  -0.052  -0.092
H  -0.535  -1.927  0.818  0.235
H  0.777  -0.698  1.153  0.216
H  0.105  0.564  -0.839  0.277
H  -1.225  -0.656  -1.166  0.284
H  -4.172  1.348  -1.177  0.258
H  5.600  1.121  1.229  0.091

Values from the calculation:
Kohn-Sham gap   10.8 eV

Run x
The following is a DFT calculation (wB97M-V/def2-TZVPD) of 3 unconnected molecules or ions with the total composition C3H6INO.

Each line ends with the Mulliken charge.
Positions of all 12 atoms, in Å:
C  1.306  1.296  0.561  -0.419
C  1.938  0.180  0.178  -0.661
C  -0.355  -0.965  -0.885  0.621
N  -0.296  -2.038  -0.320  -0.519
O  -0.621  -0.181  -1.654  -0.344
I  -4.901  0.813  -0.102  -0.079
H  0.999  1.365  1.603  0.242
H  1.149  2.147  -0.084  0.262
H  1.948  0.015  -0.928  0.273
H  2.040  -0.663  0.845  0.286
H  0.315  -2.646  0.158  0.261
H  -3.522  0.675  0.629  0.076

Values from the calculation:
Kohn-Sham gap   10.6 eV

Of them, run x has the lowest stability.

Run w
The following is a DFT calculation (wB97M-V/def2-TZVPD) of a molecular structure, C2H5NO2.

Each line ends with the Mulliken charge.
Positions of all 10 atoms, in Å:
C  1.949  -0.067  -1.205  -0.221
N  1.014  -0.628  -0.573  -0.349
H  1.733  0.505  -2.102  0.251
H  2.984  -0.152  -0.881  0.249
H  1.084  -0.849  0.429  0.320
H  -0.220  -0.273  -0.670  0.364
O  -1.321  0.154  -0.476  -0.586
C  -1.349  0.403  0.786  0.234
O  -0.441  0.133  1.572  -0.629
H  -2.248  0.901  1.172  0.367

Values from the calculation:
Kohn-Sham gap   9.8 eV

Run x
The following is a DFT calculation (wB97M-V/def2-TZVPD) of a single C2H5NO2 molecule.

Each line ends with the Mulliken charge.
Positions of all 10 atoms, in Å:
C  0.349  0.038  -1.841  -0.799
N  0.311  0.694  -0.539  -0.171
C  -0.008  -0.002  0.610  0.511
O  -1.240  -0.570  0.563  -0.451
O  0.664  -0.046  1.606  -0.529
H  1.170  -0.672  -1.873  0.252
H  0.470  0.822  -2.586  0.304
H  -0.616  -0.407  -2.099  0.301
H  0.325  1.696  -0.507  0.243
H  -1.304  -1.126  1.357  0.340

Values from the calculation:
Kohn-Sham gap   10.3 eV

Run y
The following is a DFT calculation (wB97M-V/def2-TZVPD) of a single C2H5NO2 molecule.

Each line ends with the Mulliken charge.
Positions of all 10 atoms, in Å:
C  -0.848  -0.394  0.822  -0.847
C  0.357  -0.404  -0.054  0.521
N  0.311  1.035  -0.455  -0.069
O  -0.258  1.800  0.397  -0.408
O  0.420  -1.191  -1.250  -0.528
H  -1.825  -0.922  0.759  0.315
H  -0.687  0.039  1.902  0.239
H  1.210  -0.821  0.550  0.218
H  1.240  1.415  -0.703  0.228
H  0.079  -0.557  -1.968  0.332

Values from the calculation:
Kohn-Sham gap (alpha / beta)   10.0 / 7.8 eV

Of them, run y has the lowest stability.

Run w
The following is a DFT calculation (wB97M-V/def2-TZVPD) of a single C2H5NO2 molecule.

Each line ends with the Mulliken charge.
Positions of all 10 atoms, in Å:
C  -0.109  -0.216  -0.704  -0.830
C  0.843  0.197  0.236  0.626
N  -1.495  0.041  -0.092  -0.417
O  2.139  -0.133  0.031  -0.454
O  0.433  0.676  1.347  -0.734
H  2.633  0.224  0.783  0.324
H  -2.110  -0.756  -0.218  0.239
H  -1.052  0.450  1.003  0.461
H  0.059  -1.076  -1.332  0.287
H  -1.341  0.593  -1.053  0.499

Values from the calculation:
Kohn-Sham gap   8.6 eV

Run x
The following is a DFT calculation (wB97M-V/def2-TZVPD) of 2 unconnected molecules or ions with the total composition C2H5NO2.

Each line ends with the Mulliken charge.
Positions of all 10 atoms, in Å:
O  -1.497  -1.283  2.449  -0.356
C  -1.226  -0.133  2.419  -0.018
H  -1.326  0.490  1.487  0.129
H  -1.506  0.403  3.372  0.249
C  0.448  0.225  -1.191  0.138
N  1.378  -0.251  -2.097  -0.402
O  0.456  0.100  0.052  -0.542
H  -0.210  0.759  -1.726  0.319
H  1.283  0.042  -3.096  0.257
H  2.200  -0.351  -1.670  0.226

Values from the calculation:
Kohn-Sham gap   10.0 eV

Run y
The following is a DFT calculation (wB97M-V/def2-TZVPD) of a molecular structure, C2H5NO2.

Each line ends with the Mulliken charge.
Positions of all 10 atoms, in Å:
C  -1.860  -0.751  0.009  -0.371
C  1.622  0.307  0.008  -0.649
N  -1.015  0.195  0.037  0.544
O  -0.912  1.395  -0.073  -0.513
O  0.614  -0.619  -0.139  -0.460
H  -1.462  -1.691  -0.253  0.281
H  -2.860  -0.634  0.276  0.307
H  2.483  0.160  -0.634  0.286
H  1.967  0.347  1.050  0.261
H  1.423  1.290  -0.281  0.314

Values from the calculation:
Kohn-Sham gap (alpha / beta)   9.8 / 9.8 eV

Run z
The following is a DFT calculation (wB97M-V/def2-TZVPD) of a single C2H5NO2 molecule.

Each line ends with the Mulliken charge.
Positions of all 10 atoms, in Å:
N  1.472  0.030  0.278  -0.398
C  0.366  -0.680  -0.119  0.444
O  0.391  -1.892  -0.224  -0.592
C  -0.978  0.030  -0.303  -0.250
O  -1.051  1.385  0.069  -0.523
H  2.268  -0.576  0.424  0.244
H  1.687  0.940  -0.102  0.246
H  -1.265  -0.040  -1.357  0.250
H  -1.687  -0.597  0.254  0.263
H  -1.206  1.418  1.021  0.317

Values from the calculation:
Kohn-Sham gap   10.5 eV

Of them, run y has the lowest stability.

Run w
The following is a DFT calculation (wB97M-V/def2-TZVPD) of a single C2H5NO2 molecule.

Each line ends with the Mulliken charge.
Positions of all 10 atoms, in Å:
C  -1.245  -0.171  0.449  -0.424
C  0.723  -0.431  -0.115  0.005
N  0.473  1.051  -0.057  -0.284
O  -0.781  1.115  0.648  -0.264
O  1.136  -0.841  -1.316  -0.496
H  -2.083  -0.328  -0.307  0.239
H  -1.216  -0.784  1.287  0.291
H  1.138  -0.938  0.811  0.339
H  1.065  1.435  0.566  0.219
H  0.791  -0.108  -1.966  0.377

Values from the calculation:
Kohn-Sham gap   9.3 eV

Run x
The following is a DFT calculation (wB97M-V/def2-TZVPD) of a single C2H5NO2 molecule.

Each line ends with the Mulliken charge.
Positions of all 10 atoms, in Å:
C  0.450  0.143  -1.320  -0.752
N  0.348  -0.497  -0.020  -0.171
C  -0.607  -0.150  0.853  0.608
O  -0.261  -0.111  2.168  -0.497
O  -1.745  0.122  0.521  -0.580
H  0.649  -0.577  -2.116  0.264
H  1.275  0.851  -1.373  0.250
H  -0.526  0.567  -1.533  0.323
H  1.164  -0.991  0.271  0.212
H  -0.746  0.644  2.550  0.343

Values from the calculation:
Kohn-Sham gap   10.6 eV

Of them, run w has the lowest stability.

Run w
The following is a DFT calculation (wB97M-V/def2-TZVPD) of a molecular structure, C5H12N2.

Each line ends with the Mulliken charge.
Positions of all 19 atoms, in Å:
C  -1.543  -0.309  0.665  -0.544
C  0.693  1.203  -0.286  -0.715
C  -0.014  -2.083  0.205  -0.848
C  2.148  0.942  0.130  -1.227
N  -0.360  -0.958  1.067  -0.538
C  -1.221  0.701  -0.542  0.459
N  -1.902  1.137  -1.466  -0.617
H  0.398  -0.038  0.679  0.336
H  -2.893  0.947  -1.595  0.279
H  -2.342  -0.959  0.287  0.373
H  -1.926  0.354  1.448  0.298
H  0.419  2.184  0.112  0.362
H  0.757  1.432  -1.354  0.399
H  0.916  -2.536  0.554  0.283
H  0.152  -1.777  -0.841  0.310
H  -0.792  -2.854  0.204  0.344
H  2.494  -0.015  -0.268  0.296
H  2.802  1.748  -0.218  0.370
H  2.212  0.882  1.219  0.380

Values from the calculation:
Kohn-Sham gap   9.7 eV

Run x
The following is a DFT calculation (wB97M-V/def2-TZVPD) of a single C5H12N2 molecule.

Each line ends with the Mulliken charge.
Positions of all 19 atoms, in Å:
C  0.282  0.571  1.398  -0.801
C  0.213  -0.425  -2.240  -1.150
C  -0.778  -0.368  1.993  -0.952
N  0.697  0.198  0.062  0.174
C  -0.151  0.378  -1.026  1.118
N  1.588  -0.886  -0.032  -0.630
C  -1.178  1.228  -1.044  -1.285
H  2.461  -0.630  0.421  0.249
H  1.218  -1.723  0.424  0.208
H  -0.101  1.592  1.367  0.370
H  1.177  0.571  2.031  0.347
H  0.079  -1.488  -2.044  0.267
H  -0.415  -0.140  -3.079  0.364
H  1.257  -0.266  -2.498  0.300
H  -1.749  1.362  -1.944  0.270
H  -1.484  1.821  -0.203  0.232
H  -1.664  -0.367  1.363  0.276
H  -1.053  -0.039  2.991  0.366
H  -0.399  -1.388  2.061  0.278

Values from the calculation:
Kohn-Sham gap   8.7 eV

Run y
The following is a DFT calculation (wB97M-V/def2-TZVPD) of a single C5H12N2 molecule.

Each line ends with the Mulliken charge.
Positions of all 19 atoms, in Å:
C  0.090  -1.906  0.572  -1.531
C  -0.446  -0.515  0.881  0.787
C  -0.568  0.318  -0.409  -1.211
C  0.662  1.047  -0.845  0.698
C  1.919  0.593  -0.705  -1.009
N  0.428  2.271  -1.481  -0.504
N  -1.765  -0.628  1.525  -0.699
H  1.072  -2.128  0.995  0.272
H  0.103  -2.119  -0.499  0.374
H  -0.543  -2.729  0.937  0.492
H  0.190  0.011  1.593  0.324
H  -1.374  1.052  -0.379  0.305
H  -1.016  -0.360  -1.144  0.292
H  2.791  1.217  -0.556  0.280
H  2.061  -0.457  -0.478  0.243
H  1.271  2.816  -1.607  0.243
H  -0.299  2.860  -1.090  0.232
H  -2.225  -1.510  1.354  0.197
H  -2.351  0.169  1.336  0.214

Values from the calculation:
Kohn-Sham gap   9.3 eV

Run z
The following is a DFT calculation (wB97M-V/def2-TZVPD) of a single C5H12N2 molecule.

Each line ends with the Mulliken charge.
Positions of all 19 atoms, in Å:
C  1.027  0.233  0.073  0.843
C  0.102  -0.722  -0.733  -0.876
C  2.295  -0.476  0.533  -1.572
C  -2.551  0.347  -0.020  -0.880
N  1.373  1.421  -0.687  -0.697
C  -1.822  -0.791  0.644  0.042
N  -0.770  -1.419  0.208  -0.471
H  0.386  0.492  0.993  0.070
H  2.008  2.017  -0.160  0.267
H  0.537  1.964  -0.893  0.248
H  -0.475  -0.161  -1.479  0.375
H  0.701  -1.464  -1.275  0.332
H  -2.434  -1.340  1.379  0.396
H  2.048  -1.381  1.097  0.361
H  2.910  -0.775  -0.325  0.364
H  2.909  0.174  1.165  0.408
H  -1.866  1.081  -0.444  0.202
H  -3.204  -0.047  -0.803  0.246
H  -3.175  0.847  0.727  0.342

Values from the calculation:
Kohn-Sham gap   10.1 eV

Of them, run w has the lowest stability.